The following is a DFT calculation (ωB97M-V/def2-TZVPD) of a structure of composition C30H41FNSb2Tl in a non-equilibrium geometry.

XYZ file:
```
76
Properties=species:S:1:pos:R:3
Tl 1.729 -1.279 0.016
C -0.146 -3.964 -2.859
C -0.048 -2.512 -3.334
C 1.372 -1.971 -3.103
C -1.151 -1.648 -2.746
C -1.991 -1.012 -3.650
C -3.114 -0.326 -3.235
C -3.405 -0.265 -1.886
C -2.570 -0.837 -0.941
C -2.932 -0.728 0.527
C -3.040 0.728 0.986
C -4.229 -1.482 0.835
C -1.417 -1.532 -1.369
N -0.543 -2.066 -0.415
C -0.997 -3.103 0.325
C -2.067 -3.947 -0.063
C -2.427 -5.049 0.676
C -1.781 -5.365 1.862
C -0.737 -4.559 2.287
C -0.372 -3.478 1.526
F 0.709 -2.691 1.966
H 0.608 -4.578 -3.349
H -1.127 -4.374 -3.087
H 0.007 -4.025 -1.787
H -0.220 -2.510 -4.416
H 1.847 -2.496 -2.269
H 1.346 -0.900 -2.907
H 1.993 -2.141 -3.983
H -1.778 -1.084 -4.710
H -3.774 0.133 -3.957
H -4.311 0.232 -1.570
H -2.144 -1.192 1.123
H -3.738 1.288 0.369
H -2.063 1.208 0.932
H -3.384 0.773 2.017
H -5.074 -1.078 0.281
H -4.456 -1.411 1.898
H -4.107 -2.534 0.590
H -2.583 -3.725 -0.987
H -3.221 -5.692 0.319
H -2.076 -6.227 2.439
H -0.203 -4.767 3.199
C 3.552 1.342 4.671
Sb 2.629 0.636 2.825
C 4.413 -0.559 2.453
C 3.405 2.282 1.568
C 2.547 3.490 1.597
C 2.414 4.160 2.811
C 1.612 5.274 2.951
C 0.913 5.746 1.852
C 1.059 5.112 0.635
C 1.876 3.994 0.474
C 1.978 3.398 -0.875
Sb 0.563 1.728 -1.143
C -1.194 2.992 -1.088
C 0.756 1.916 -3.299
H 4.499 1.821 4.447
H 3.733 0.480 5.305
H 2.911 2.035 5.202
H 5.286 -0.013 2.800
H 4.528 -0.783 1.397
H 4.345 -1.492 3.002
H 3.516 1.874 0.565
H 4.397 2.501 1.965
H 2.966 3.794 3.663
H 1.532 5.771 3.907
H 0.270 6.610 1.943
H 0.535 5.500 -0.226
H 2.970 3.013 -1.098
H 1.719 4.132 -1.634
H -1.096 3.813 -1.790
H -1.331 3.384 -0.085
H -2.050 2.386 -1.364
H 0.574 2.947 -3.591
H 0.030 1.272 -3.784
H 1.758 1.630 -3.608
```

Calculated values
E_tot   -1975.2981 a.u.
E_LUMO   0.0 eV
Frontier orbital gap   6.938 eV
Molecular weight   882.566 g/mol
Charge   0

The following is a DFT calculation (ωB97M-V/def2-TZVPD) of a structure of composition C30H41Ge2N6Ni in a non-equilibrium geometry.

XYZ file:
```
80
Properties=species:S:1:pos:R:3
Ni 0.081 -0.004 0.385
N 2.179 0.226 0.755
C 2.648 1.622 0.533
C 1.583 2.423 -0.219
N 0.252 2.107 0.334
C 0.012 2.707 1.666
C -0.954 1.838 2.455
N -0.418 0.458 2.461
H 2.419 -0.059 1.698
H 2.689 -0.419 0.160
H 3.579 1.642 -0.030
H 2.850 2.077 1.501
H 1.587 2.144 -1.272
H 1.807 3.490 -0.147
H -0.452 2.454 -0.311
H -0.368 3.725 1.582
H 0.961 2.747 2.201
H -1.934 1.835 1.978
H -1.073 2.239 3.463
H -1.053 -0.170 2.940
H 0.429 0.452 3.024
C 2.850 -0.183 -4.856
C 1.489 -0.165 -5.140
C 0.556 -0.135 -4.124
C 0.966 -0.133 -2.778
C 2.335 -0.152 -2.509
C 3.264 -0.171 -3.534
N 0.025 -0.062 -1.725
N -1.196 0.168 -2.117
C -2.201 0.158 -1.228
C -3.505 0.457 -1.678
C -4.550 0.406 -0.793
C -4.301 0.006 0.528
C -3.011 -0.284 0.900
N -1.962 -0.169 0.070
H 3.578 -0.199 -5.655
H 1.151 -0.167 -6.168
H -0.497 -0.095 -4.351
H 2.687 -0.157 -1.491
H 4.320 -0.181 -3.300
H -3.629 0.720 -2.719
H -5.554 0.651 -1.111
H -5.105 -0.081 1.245
H -2.807 -0.634 1.905
C -1.250 -5.374 -1.490
Ge -1.844 -3.518 -1.768
C -3.661 -3.244 -1.066
C -1.793 -2.874 -3.623
Ge -0.062 -2.368 -0.355
C 1.730 -2.962 -0.891
C 2.831 -3.079 -0.040
C 4.030 -3.597 -0.504
C 4.141 -4.022 -1.822
C 3.050 -3.926 -2.676
C 1.859 -3.391 -2.215
C -0.263 -2.608 1.614
C -1.456 -3.247 1.957
C -1.648 -3.745 3.237
C -0.664 -3.578 4.201
C 0.511 -2.910 3.882
C 0.708 -2.423 2.600
H -1.923 -6.033 -2.040
H -1.310 -5.630 -0.432
H -0.232 -5.544 -1.838
H -4.344 -3.713 -1.777
H -3.921 -2.190 -0.998
H -3.818 -3.715 -0.097
H -2.525 -3.463 -4.180
H -0.820 -3.001 -4.094
H -2.083 -1.826 -3.677
H 2.753 -2.802 1.004
H 4.875 -3.689 0.166
H 5.073 -4.436 -2.182
H 3.131 -4.259 -3.702
H 1.017 -3.307 -2.893
H -2.233 -3.375 1.213
H -2.567 -4.261 3.483
H -0.815 -3.964 5.201
H 1.280 -2.781 4.633
H 1.635 -1.914 2.373
```

Calculated values
E_tot   -7157.9430 a.u.
E_LUMO (spin up / spin down)   -6.6 / -7.6 eV
Frontier orbital gap (spin up / spin down)   5.763 / 6.055 eV
Molecular weight   689.613 g/mol
Charge   +2
2S+1   4

The following is a DFT calculation (ωB97M-V/def2-TZVPD) of a structure of composition C30H41HgIN3 in a non-equilibrium geometry.

XYZ file:
```
76
Properties=species:S:1:pos:R:3
Hg 1.123 -3.997 -2.976
C -0.754 0.639 5.425
C 0.387 1.375 4.754
C -0.116 2.752 4.220
C 1.513 1.707 5.712
C 0.887 0.482 3.598
C 1.229 -0.913 3.788
C 1.706 -1.677 2.701
N 1.913 -1.174 1.525
C 1.550 0.111 1.346
C 0.979 0.932 2.315
C 1.881 0.694 0.000
C 1.835 2.092 -0.161
C 1.946 2.684 -1.397
C 2.283 1.839 -2.456
C 2.424 0.426 -2.217
N 2.095 -0.133 -1.049
C 1.706 4.145 -1.533
C 1.386 4.423 -3.024
C 3.018 4.900 -1.121
C 0.547 4.724 -0.707
H -1.183 1.315 6.208
H -0.431 -0.315 5.880
H -1.580 0.315 4.786
H -0.545 3.418 4.961
H -0.919 2.658 3.427
H 0.810 3.208 3.887
H 0.993 2.060 6.654
H 2.277 2.314 5.258
H 1.939 0.727 5.982
H 1.293 -1.252 4.837
H 1.994 -2.741 2.869
H 0.554 1.910 2.085
H 1.792 2.696 0.712
H 2.402 2.296 -3.449
H 2.643 -0.296 -2.988
H 2.169 4.192 -3.756
H 1.166 5.510 -3.260
H 0.530 3.929 -3.328
H 3.958 4.524 -1.598
H 3.176 4.759 -0.053
H 2.839 5.939 -1.424
H -0.423 4.263 -1.106
H 0.527 5.786 -0.928
H 0.637 4.649 0.377
I 3.609 -4.780 -3.312
C -1.856 -5.635 -1.347
C -1.083 -4.677 -0.464
C -1.152 -5.086 1.073
C -1.563 -3.268 -0.627
C -1.948 -2.488 0.477
C -2.613 -1.294 0.248
C -2.947 -0.836 -1.082
C -2.446 -1.553 -2.124
C -2.658 -1.152 -3.589
C -1.730 -0.068 -4.003
C -2.929 -2.277 -4.581
C -1.554 -2.723 -1.966
N -0.643 -3.021 -2.892
H -1.580 -6.676 -1.146
H -1.460 -5.410 -2.390
H -2.899 -5.372 -1.233
H -0.023 -4.795 -0.752
H -2.196 -5.290 1.271
H -0.683 -4.334 1.684
H -0.664 -6.076 1.168
H -1.751 -2.743 1.531
H -2.758 -0.625 1.081
H -3.581 0.079 -1.289
H -3.729 -0.760 -3.432
H -0.742 -0.430 -4.174
H -1.761 0.739 -3.276
H -1.870 0.310 -5.061
H -2.649 -3.313 -4.251
H -2.336 -2.232 -5.534
H -3.960 -2.110 -4.783
```

Calculated values
E_tot   -1783.0130 a.u.
E_LUMO (spin up / spin down)   4.2 / 4.2 eV
Frontier orbital gap (spin up / spin down)   2.658 / 4.653 eV
Molecular weight   771.173 g/mol
Charge   -2
2S+1   2

The following is a DFT calculation (ωB97M-V/def2-TZVPD) of a structure of composition C30H41IrN3OSSe in a non-equilibrium geometry.

XYZ file:
```
78
Properties=species:S:1:pos:R:3
Ir -0.009 -0.354 -0.036
C 0.160 1.087 1.649
C 0.986 1.498 0.583
C 1.952 0.453 0.326
C 1.709 -0.607 1.256
C 0.550 -0.253 2.045
C 0.038 -0.988 3.241
C 2.586 -1.793 1.487
C 3.071 0.465 -0.663
C 0.908 2.771 -0.188
C -0.932 1.831 2.340
H 0.384 -0.522 4.166
H 0.382 -2.022 3.240
H -1.052 -0.997 3.261
H 3.490 -1.496 2.021
H 2.890 -2.251 0.546
H 2.080 -2.553 2.082
H 3.976 0.876 -0.209
H 2.827 1.070 -1.535
H 3.291 -0.545 -1.004
H 1.817 3.353 -0.030
H 0.055 3.377 0.110
H 0.832 2.558 -1.254
H -0.670 1.943 3.394
H -1.877 1.293 2.281
H -1.087 2.823 1.920
O -0.134 0.464 -2.010
N -1.313 1.017 -2.360
C -1.307 1.676 -3.543
C -2.434 2.293 -4.002
C -3.596 2.226 -3.229
C -3.582 1.543 -2.042
C -2.411 0.913 -1.585
S -2.359 0.006 -0.128
H -0.356 1.657 -4.051
H -2.408 2.814 -4.948
H -4.505 2.704 -3.568
H -4.464 1.463 -1.424
C 1.890 -4.752 -3.699
C 1.734 -5.737 -2.545
C 2.799 -5.566 -1.463
C 2.600 -4.331 -0.588
N 1.389 -4.416 0.231
C 0.251 -3.709 0.085
Se -0.091 -2.476 -1.300
N -0.618 -4.099 1.040
C -1.983 -3.616 1.247
C -3.058 -4.645 0.919
C -3.197 -4.995 -0.564
C -2.135 -5.957 -1.091
C 0.000 -5.033 1.861
C -0.444 -5.700 2.997
C 0.444 -6.580 3.587
C 1.728 -6.787 3.068
C 2.168 -6.122 1.938
C 1.273 -5.243 1.343
H 1.139 -4.927 -4.469
H 2.872 -4.855 -4.164
H 1.779 -3.718 -3.368
H 1.785 -6.758 -2.927
H 0.739 -5.638 -2.099
H 3.781 -5.470 -1.934
H 2.846 -6.454 -0.829
H 2.503 -3.430 -1.193
H 3.435 -4.197 0.102
H -2.095 -2.731 0.628
H -2.047 -3.307 2.292
H -3.997 -4.220 1.281
H -2.895 -5.559 1.498
H -3.190 -4.073 -1.152
H -4.180 -5.446 -0.710
H -1.167 -5.472 -1.217
H -2.420 -6.355 -2.065
H -2.000 -6.806 -0.415
H -1.432 -5.537 3.404
H 0.142 -7.123 4.472
H 2.389 -7.485 3.563
H 3.164 -6.279 1.546
```

Calculated values
E_tot   -4311.0877 a.u.
E_LUMO   -2.3 eV
Frontier orbital gap   7.797 eV
Molecular weight   762.922 g/mol
Charge   +1

The following is a DFT calculation (ωB97M-V/def2-TZVPD) of a structure of composition C30H41KN3O4P2.

XYZ file:
```
81
Properties=species:S:1:pos:R:3
K -0.146 -0.211 -0.202
C -1.689 -2.068 4.434
C -0.475 -2.380 3.560
C -0.897 -3.229 2.355
P 0.247 -0.801 2.922
C 0.723 0.115 4.471
C 1.406 1.436 4.129
C 1.569 -0.697 5.447
C 1.879 -1.302 2.216
C 2.443 -2.552 2.495
C 3.670 -2.947 1.989
C 4.369 -2.067 1.166
C 3.840 -0.831 0.865
C 2.591 -0.402 1.372
N 2.022 0.786 0.981
C 2.701 1.950 0.982
C 3.943 2.164 1.653
C 4.538 3.405 1.726
C 3.960 4.527 1.139
C 2.760 4.349 0.464
C 2.131 3.111 0.355
P 0.561 2.940 -0.560
C 1.070 3.192 -2.334
C 1.759 4.509 -2.674
C 1.946 2.007 -2.742
C -0.344 4.499 -0.129
C -1.584 4.622 -1.014
C -0.739 4.429 1.347
H -2.202 -2.997 4.706
H -2.407 -1.439 3.900
H -1.413 -1.554 5.359
H 0.241 -2.932 4.172
H -1.686 -2.724 1.787
H -1.295 -4.195 2.676
H -0.071 -3.425 1.670
H -0.242 0.346 4.938
H 2.387 1.267 3.679
H 1.554 2.025 5.040
H 0.826 2.026 3.415
H 2.506 -1.003 4.974
H 1.057 -1.601 5.789
H 1.819 -0.101 6.330
H 1.913 -3.245 3.135
H 4.072 -3.926 2.226
H 5.325 -2.356 0.743
H 4.372 -0.159 0.201
H 4.419 1.329 2.152
H 5.474 3.501 2.270
H 4.422 5.504 1.206
H 2.290 5.211 0.004
H 0.132 3.128 -2.896
H 2.740 4.564 -2.197
H 1.181 5.379 -2.350
H 1.910 4.595 -3.755
H 2.856 1.978 -2.135
H 2.243 2.091 -3.792
H 1.433 1.051 -2.619
H 0.281 5.382 -0.284
H -2.172 3.698 -0.979
H -1.328 4.812 -2.060
H -2.227 5.440 -0.674
H -1.343 3.535 1.538
H -1.332 5.305 1.630
H 0.138 4.380 1.996
C -4.393 1.394 0.679
C -4.035 0.018 0.231
N -2.932 -0.310 -0.395
C -3.018 -1.663 -0.654
C -4.208 -2.145 -0.157
N -4.840 -1.054 0.391
C -4.903 -3.454 -0.047
O -4.304 -4.482 -0.570
O -6.029 -3.481 0.424
C -1.927 -2.450 -1.366
O -2.122 -3.700 -1.451
O -0.948 -1.822 -1.788
H -3.489 1.952 0.915
H -5.029 1.371 1.566
H -4.923 1.934 -0.109
H -5.740 -1.108 0.837
H -3.342 -4.177 -0.944
```

Calculated values
E_tot   -2915.8637 a.u.
E_LUMO   2.3 eV
Frontier orbital gap   6.193 eV
Molecular weight   608.721 g/mol
Charge   -1

The following is a DFT calculation (ωB97M-V/def2-TZVPD) of a structure of composition C30H42As2BMoN4O3S in a non-equilibrium geometry.

XYZ file:
```
84
Properties=species:S:1:pos:R:3
Mo -0.084 -0.002 0.518
C -4.469 4.004 -0.107
C -3.938 3.868 1.315
N -2.499 3.630 1.355
C -1.959 2.404 1.316
S -0.234 2.248 1.640
N -2.706 1.366 1.059
N -2.010 0.195 1.163
C -2.650 -0.804 1.716
C -4.098 -0.701 2.049
C -1.795 -1.919 2.042
C -2.219 -3.076 2.696
C -1.310 -4.070 2.983
C 0.016 -3.891 2.602
C 0.372 -2.718 1.976
N -0.494 -1.734 1.708
H -5.542 4.194 -0.097
H -3.980 4.829 -0.626
H -4.286 3.083 -0.661
H -4.139 4.772 1.888
H -4.429 3.031 1.812
H -1.883 4.391 1.577
H -4.271 0.192 2.648
H -4.678 -0.588 1.131
H -4.458 -1.571 2.589
H -3.258 -3.182 2.970
H -1.618 -4.974 3.490
H 0.762 -4.647 2.801
H 1.397 -2.540 1.677
C 3.998 0.741 -1.168
As 2.274 -0.188 -1.017
C 2.966 -2.013 -1.030
C 1.698 0.097 -2.865
C 2.367 -0.435 -3.959
C 1.885 -0.234 -5.244
C 0.729 0.506 -5.443
C 0.071 1.068 -4.357
C 0.557 0.875 -3.070
As -0.234 1.671 -1.482
C -1.732 2.715 -2.171
C 1.033 3.148 -1.280
H 4.608 0.240 -1.918
H 4.510 0.726 -0.209
H 3.839 1.773 -1.475
H 3.501 -2.214 -1.955
H 2.146 -2.719 -0.919
H 3.658 -2.125 -0.195
H 3.264 -1.025 -3.816
H 2.406 -0.664 -6.089
H 0.339 0.648 -6.442
H -0.829 1.649 -4.521
H -1.388 3.339 -2.993
H -2.071 3.359 -1.360
H -2.566 2.094 -2.494
H 1.319 3.526 -2.260
H 1.915 2.803 -0.743
H 0.579 3.945 -0.696
O 1.445 -0.287 3.376
B 1.489 0.089 2.041
O 2.782 0.564 1.749
C 3.505 0.486 2.920
C 4.815 0.832 3.161
C 5.290 0.618 4.451
C 4.476 0.080 5.441
C 3.151 -0.261 5.188
C 2.688 -0.043 3.910
H 5.441 1.256 2.387
H 6.313 0.881 4.684
H 4.880 -0.076 6.432
H 2.510 -0.674 5.956
C -1.638 -3.322 -0.969
C -1.105 -2.096 -1.725
C -0.372 -2.590 -2.977
C -2.277 -1.205 -2.153
O -0.198 -1.362 -0.920
H -2.153 -3.990 -1.660
H -2.339 -3.029 -0.190
H -0.810 -3.867 -0.515
H -1.032 -3.225 -3.568
H 0.509 -3.168 -2.694
H -0.055 -1.750 -3.594
H -3.027 -1.793 -2.684
H -1.923 -0.417 -2.822
H -2.750 -0.745 -1.282
```

Calculated values
E_tot   -6575.8200 a.u.
E_LUMO (spin up / spin down)   -3.2 / -3.9 eV
Frontier orbital gap (spin up / spin down)   6.925 / 6.949 eV
Molecular weight   795.354 g/mol
Charge   +1
2S+1   3